No. 1
Here is an isolated molecule of C18H14O2S at a distorted geometry from the OMol25 dataset. Energies are from the ωB97M-V functional and the def2-TZVPD basis.

Geometry as XYZ:
```
35
Properties=species:S:1:pos:R:3:lowdin_charge:R:1
O -2.98133 -0.99863 -1.85408 -0.34
O -1.46526 -2.97516 -1.39640 -0.31
C -2.46593 -1.40381 3.47322 -0.04
C -3.42980 -2.13055 2.72776 -0.07
C -1.45320 -0.70635 2.78665 -0.02
C -3.30710 -2.24122 1.35545 -0.04
C 3.52918 2.51992 -1.05388 -0.08
C 3.23197 2.18025 -2.37752 -0.07
C -1.31145 -0.81381 1.39283 -0.12
C -0.26323 -0.17920 0.52752 -0.09
C -2.28354 -1.55602 0.71024 -0.21
C -0.49002 -0.47122 -0.82165 -0.19
C 2.75297 2.01413 -0.00855 -0.02
C 2.09459 1.41231 -2.64446 -0.02
C 0.88599 0.58296 0.84236 -0.10
C 0.19868 0.02541 -1.89456 -0.15
C 1.68951 1.11259 -0.24534 -0.10
C 1.34562 0.85339 -1.60420 -0.12
C 1.25586 0.74811 2.30639 -0.04
C -0.23609 -0.22153 -3.34530 -0.03
S -1.86292 -1.60865 -1.02910 0.82
H -2.48754 -1.31290 4.54714 0.10
H -4.17798 -2.75545 3.22396 0.11
H -0.81188 -0.13930 3.42065 0.08
H -4.06313 -2.79214 0.79536 0.13
H 4.37102 3.17475 -0.86089 0.10
H 3.80018 2.59521 -3.20698 0.10
H 3.02302 2.34745 1.01032 0.11
H 1.86078 1.19605 -3.68832 0.11
H 1.31979 -0.24469 2.76736 0.09
H 2.21037 1.21863 2.47526 0.06
H 0.50771 1.38638 2.79617 0.09
H 0.63875 -0.54455 -3.94059 0.09
H -0.60078 0.72436 -3.74274 0.10
H -1.02485 -0.99674 -3.44405 0.07
```

Output
Structure (SMILES)   Cc1c2c(c(C)c3ccccc13)S(=O)(=O)c1ccccc1-2
Strongest force on any atom   3.80 eV Å⁻¹
Energy above the lowest of the compared OMol25 structures with the same formula, charge and spin   8.6 kJ/mol
E_HOMO   -8.28 eV


No. 2
Here is a cluster of 2 separate species, C18H14O4 in total from the OMol25 dataset. Energies are from the ωB97M-V functional and the def2-TZVPD basis.

Geometry as XYZ:
```
36
Properties=species:S:1:pos:R:3:lowdin_charge:R:1
C -1.17364 -4.42261 -1.97253 -0.09
C -0.13613 -3.29612 -1.82145 -0.20
C -0.11864 -2.75370 -0.41548 -0.22
C 0.43474 -3.51107 0.62229 -0.01
C 0.43337 -3.05363 1.93065 0.01
C -0.15182 -1.82795 2.22187 -0.10
C -0.70502 -1.06024 1.19596 -0.09
C -0.67546 -1.51428 -0.11638 0.05
C -1.31229 0.25839 1.53850 -0.32
O -1.33626 1.18189 0.75427 0.10
C -1.86428 0.36949 2.91831 0.03
C -1.34135 -0.37054 3.89660 0.03
C -0.20344 -1.29752 3.61446 -0.34
O 0.61711 -1.57302 4.45810 0.12
H -2.09413 -4.14584 -1.45753 0.08
H -0.80616 -5.33985 -1.51001 0.07
H -1.39056 -4.62080 -3.02069 0.07
H 0.85626 -3.67618 -2.06794 0.11
H -0.38449 -2.48884 -2.51026 0.11
H 0.87849 -4.47340 0.39312 0.12
H 0.88345 -3.63749 2.72298 0.12
H -1.09786 -0.88997 -0.89422 0.13
H -2.66312 1.07561 3.10562 0.12
H -1.68550 -0.30540 4.92087 0.12
C 2.06076 5.02700 -2.46126 0.02
C 1.46711 5.69724 -1.47791 0.02
C 0.61101 5.00400 -0.48019 -0.38
O 0.07078 5.61859 0.41389 0.11
C 0.44426 3.53534 -0.62153 0.03
C 1.03983 2.86768 -1.60606 0.02
C 1.89401 3.55756 -2.60297 -0.39
O 2.43722 2.94959 -3.50068 0.10
H 2.68836 5.50867 -3.20033 0.12
H 1.57389 6.76745 -1.35388 0.12
H -0.18123 3.04276 0.11090 0.09
H 0.93072 1.79722 -1.72708 0.12
```

Output
Structure (SMILES)   CCc1ccc2c(c1)C(=O)C=CC2=O.O=C1C=CC(=O)C=C1
Strongest force on any atom   0.33 eV Å⁻¹
E_HOMO   -9.77 eV


No. 3
Here is a cluster of 11 separate species, C18H15BCl40F3O5P in total from the OMol25 dataset. Energies are from the ωB97M-V functional and the def2-TZVPD basis.

Geometry as XYZ:
```
83
Properties=species:S:1:pos:R:3:lowdin_charge:R:1
O 4.65208 -2.30376 -0.23771 0.08
C 4.52132 -2.13970 -1.40811 -0.35
O 3.34067 -2.27767 -2.03950 -0.05
C 3.40110 -2.84657 -3.36757 -0.18
C 1.97342 -2.86524 -3.87656 -0.16
C 1.52656 -1.47658 -4.35013 -0.22
C -0.01279 -1.32288 -4.29918 -0.16
B -0.39653 -0.90976 -2.84377 -0.37
C -1.30592 -1.76172 -1.89609 -0.07
C -2.62003 -2.26048 -2.53013 -0.27
O -3.73149 -1.72126 -1.83496 -0.03
C -2.74050 -3.77258 -2.43409 -0.60
F -3.91435 -4.21434 -2.88425 0.16
F -1.78006 -4.36964 -3.17311 0.13
F -2.60077 -4.20680 -1.18026 0.16
P 0.36389 0.77998 -2.18449 0.86
O -1.07195 1.23290 -1.46775 -0.33
O 1.23558 0.23002 -0.90013 -0.37
H 5.34318 -1.82062 -2.07385 0.15
H 4.03389 -2.20751 -3.99929 0.13
H 3.84540 -3.84453 -3.31894 0.13
H 1.85073 -3.60902 -4.66731 0.13
H 1.34985 -3.16178 -3.02430 0.12
H 2.01534 -0.71639 -3.72695 0.08
H 1.88404 -1.30649 -5.37176 0.12
H -0.30580 -0.52257 -4.99355 0.11
H -0.47996 -2.26168 -4.62465 0.10
H -0.69048 -2.61883 -1.57798 0.13
H -1.58084 -1.21315 -0.98999 0.11
H -2.68276 -2.00771 -3.59427 0.16
H -4.22011 -1.11704 -2.40588 0.03
H -1.09480 2.19947 -1.40582 0.00
H 1.01161 -0.65741 -0.59107 0.01
C 1.50244 0.23245 2.76091 -2.02
Cl 2.04008 1.91214 2.71960 0.50
Cl 2.61289 -0.73958 1.78603 0.54
Cl 1.52486 -0.35488 4.42596 0.53
Cl -0.13969 0.11314 2.12225 0.56
C 4.92289 4.94282 3.35466 -2.05
Cl 5.48351 6.61496 3.39768 0.54
Cl 5.90270 4.01586 2.21350 0.53
Cl 5.05386 4.21211 4.95417 0.50
Cl 3.23419 4.89779 2.83105 0.47
C 0.15358 5.79621 -0.58758 -2.04
Cl 0.91850 4.56248 0.41266 0.51
Cl -0.57230 5.03591 -2.01882 0.51
Cl -1.10875 6.61628 0.33324 0.54
Cl 1.36441 6.96409 -1.11149 0.52
C -7.46322 -0.32453 -1.17411 -2.03
Cl -9.06303 -0.82220 -1.71639 0.52
Cl -7.58092 1.13845 -0.19898 0.51
Cl -6.72346 -1.61562 -0.23260 0.56
Cl -6.45271 0.01998 -2.59736 0.56
C 6.18660 -2.35046 4.75184 -2.04
Cl 4.87776 -1.79050 3.71020 0.49
Cl 6.18680 -4.11285 4.77881 0.51
Cl 7.73460 -1.75425 4.14763 0.53
Cl 5.92460 -1.74311 6.39550 0.50
C 5.41590 2.36493 8.78683 -2.05
Cl 3.99796 1.89319 9.72583 0.53
Cl 6.87611 2.07350 9.73416 0.53
Cl 5.47884 1.41583 7.29674 0.49
Cl 5.30916 4.08250 8.38069 0.51
C 2.50687 -5.87510 6.03829 -2.06
Cl 0.91936 -6.00093 6.80307 0.52
Cl 3.76540 -5.97994 7.27513 0.51
Cl 2.70985 -7.19655 4.88298 0.52
Cl 2.64164 -4.33345 5.19626 0.50
C -7.47058 4.97731 1.10609 -2.06
Cl -7.22799 4.47683 2.78129 0.53
Cl -7.47700 6.74005 1.00882 0.53
Cl -6.16265 4.33639 0.10744 0.51
Cl -9.01826 4.35029 0.52559 0.51
C -10.96521 -4.44131 -1.78678 -2.06
Cl -12.08471 -3.20865 -1.18925 0.51
Cl -10.79246 -4.27065 -3.53742 0.52
Cl -9.39457 -4.22195 -1.01977 0.50
Cl -11.59976 -6.04446 -1.40974 0.53
C 2.98444 6.89309 -5.37957 -2.06
Cl 1.49702 6.46888 -4.53294 0.49
Cl 4.34974 6.73827 -4.26800 0.52
Cl 3.21841 5.80753 -6.75336 0.52
Cl 2.88282 8.55911 -5.95739 0.52
```

Output
Structure (SMILES)   O=COCCCCB(C[C@H](O)C(F)(F)F)P(O)O.ClC(Cl)(Cl)Cl.ClC(Cl)(Cl)Cl.ClC(Cl)(Cl)Cl.ClC(Cl)(Cl)Cl.ClC(Cl)(Cl)Cl.ClC(Cl)(Cl)Cl.ClC(Cl)(Cl)Cl.ClC(Cl)(Cl)Cl.ClC(Cl)(Cl)Cl.ClC(Cl)(Cl)Cl
Strongest force on any atom   0.43 eV Å⁻¹
Energy above the lowest of the compared OMol25 structures with the same formula, charge and spin   0.0 kJ/mol
E_HOMO   -8.66 eV


No. 4
Here is a structure of composition C18H15BF4N4O4ScSe3Te at a distorted geometry from the OMol25 dataset. Energies are from the ωB97M-V functional and the def2-TZVPD basis.

Geometry as XYZ:
```
51
Properties=species:S:1:pos:R:3:lowdin_charge:R:1
Sc -1.00259 0.25529 1.59933 0.64
Se -2.96329 1.99113 1.99427 0.05
Se -4.41961 0.24348 2.42588 -0.18
Te -3.24031 -1.05838 4.21860 0.22
Se -1.85197 -2.69938 3.05216 -0.23
O 3.25980 -6.11752 -1.76940 0.11
C 2.08067 -5.81552 -1.17370 -0.48
O 1.29457 -6.69618 -0.96990 0.12
C 1.83220 -4.39142 -0.81520 -0.13
C 2.74070 -3.35832 -1.04476 -0.03
C 2.47268 -2.06263 -0.65729 -0.01
C 1.27012 -1.74756 -0.01511 -0.21
C 0.34937 -2.77880 0.19135 0.00
C 0.62454 -4.07392 -0.19589 0.03
N 0.90840 -0.46472 0.43782 0.09
C 1.62704 0.55350 0.14218 -0.04
C 1.32143 1.91593 0.52748 -0.25
C 2.13203 2.93719 0.04287 0.00
C 1.82776 4.24698 0.35019 -0.04
C 0.73253 4.49360 1.15935 -0.02
C -0.01086 3.41788 1.62115 -0.12
N 0.25909 2.16038 1.31153 0.05
H 3.81457 -5.33939 -1.87038 0.08
H 3.68768 -3.54011 -1.54186 0.11
H 3.22731 -1.31557 -0.86149 0.10
H -0.59353 -2.54552 0.67512 0.01
H -0.09431 -4.86074 -0.01387 0.13
H 2.52468 0.44969 -0.46291 0.12
H 2.97991 2.68845 -0.58154 0.12
H 2.42972 5.05961 -0.03405 0.11
H 0.44895 5.49980 1.43126 0.11
H -0.85954 3.58562 2.27336 0.06
F 1.60663 1.51959 3.99364 0.14
B 1.15650 0.23550 4.22546 -1.16
F 1.97469 -0.72265 3.68645 0.16
F 0.74303 0.00131 5.49703 0.18
F -0.15710 0.15788 3.33415 -0.16
C -2.28330 2.62738 -3.80971 -0.03
N -2.33421 1.68694 -2.70498 -0.05
C -3.33426 0.77762 -2.58551 -0.05
C -3.38432 -0.09583 -1.56012 0.03
C -2.34756 0.01129 -0.58320 -0.53
O -2.29108 -0.72561 0.45410 -0.26
N -1.37769 0.92524 -0.69864 0.12
C -1.30697 1.77956 -1.73912 -0.49
O -0.42515 2.61839 -1.90032 0.04
H -3.05657 2.37520 -4.53170 0.08
H -1.30470 2.58111 -4.28418 0.09
H -2.43372 3.64479 -3.44823 0.10
H -4.08799 0.79629 -3.36173 0.13
H -4.16595 -0.82687 -1.42989 0.12
```

Output
Strongest force on any atom   1.47 eV Å⁻¹
Energy above the lowest of the compared OMol25 structures with the same formula, charge and spin   121.0 kJ/mol
Net charge   -1
E_HOMO   -3.31 eV


No. 5
Here is a structure of composition C18H15BGaN4O4Se2 from the OMol25 dataset. Energies are from the ωB97M-V functional and the def2-TZVPD basis.

Geometry as XYZ:
```
45
Properties=species:S:1:pos:R:3:lowdin_charge:R:1
Ga -0.64574 0.70952 -0.35671 0.33
Se 0.41309 1.94578 -3.35823 0.78
Se -1.32240 3.23292 -2.51286 0.78
C -0.57403 3.62962 -0.79082 -0.61
C -0.43428 4.94952 -0.40613 -0.06
C 0.08741 5.22699 0.84948 0.00
C 0.48217 4.18344 1.67135 0.00
C 0.31837 2.89199 1.21869 -0.05
N -0.21638 2.62437 0.01682 -0.01
C -0.44836 0.23346 -3.27435 -0.61
C -0.58408 -0.51310 -4.42731 -0.06
C -1.22539 -1.74342 -4.35818 0.00
C -1.73909 -2.17881 -3.14984 0.00
C -1.57165 -1.38235 -2.03596 -0.05
N -0.91560 -0.21170 -2.09706 0.00
H -0.71477 5.74085 -1.08598 0.12
H 0.19929 6.25295 1.17408 0.13
H 0.90386 4.36100 2.64949 0.13
H 0.59975 2.04003 1.82514 0.14
H -0.21544 -0.12468 -5.36560 0.12
H -1.34323 -2.34247 -5.25145 0.13
H -2.26755 -3.11665 -3.06313 0.13
H -1.95612 -1.66804 -1.06494 0.13
B -5.10904 0.70117 0.74484 -0.37
C -3.60606 0.79740 0.38750 -0.11
N -2.48057 0.84719 0.10228 0.16
H -5.57201 1.81154 0.61951 0.02
H -5.15679 0.29060 1.88211 0.02
H -5.56553 -0.08776 -0.05773 0.02
O 1.36794 0.22808 -0.26149 0.03
C 1.06139 -0.66549 0.58180 -0.50
O -0.18173 -0.73276 0.89125 0.05
C 2.05273 -1.56860 1.17899 -0.12
C 3.39099 -1.47233 0.80211 0.01
C 4.32654 -2.32881 1.35775 -0.03
C 3.92920 -3.28023 2.28753 0.03
C 2.59434 -3.35146 2.64057 -0.11
C 1.63782 -2.51652 2.10728 0.08
N 2.16936 -4.36984 3.63013 -0.35
O 3.03363 -5.06930 4.10895 0.10
O 0.98858 -4.42089 3.89702 0.10
H 3.68562 -0.72631 0.07679 0.13
H 5.36598 -2.26045 1.06974 0.12
H 4.63405 -3.96283 2.73967 0.13
H 0.60372 -2.60361 2.40692 0.14
```

Output
Strongest force on any atom   0.16 eV Å⁻¹
Energy above the lowest of the compared OMol25 structures with the same formula, charge and spin   7.4 kJ/mol
Net charge   +1
E_HOMO   -12.25 eV


No. 6
Here is a structure of composition C18H15Br3F3Pd at a distorted geometry from the OMol25 dataset. Energies are from the ωB97M-V functional and the def2-TZVPD basis.

Geometry as XYZ:
```
40
Properties=species:S:1:pos:R:3:lowdin_charge:R:1
Pd 1.81365 -0.79255 -0.04096 0.32
Br 1.31893 -0.46331 2.48317 -0.22
Br 4.20339 -2.01609 -0.00057 -0.32
Br 1.38743 -0.82737 -2.63806 -0.26
F -0.12986 0.78896 -0.25364 -0.06
C -1.43967 0.84256 -0.55074 -0.28
C -2.09576 2.01976 -0.27376 -0.01
C -3.39702 2.19504 -0.72536 -0.10
C -3.98909 1.24369 -1.54196 -0.11
C -3.29332 0.07008 -1.81882 -0.08
C -2.02824 -0.17418 -1.28980 -0.02
H -1.59658 2.89647 0.11815 0.12
H -3.93199 3.12606 -0.57961 0.10
H -4.98564 1.39984 -1.93251 0.09
H -3.81389 -0.72457 -2.33952 0.10
H -1.53886 -1.11973 -1.46452 0.08
F 2.67973 1.15791 -0.10752 -0.12
C 2.98066 2.44756 0.15015 -0.26
C 3.27529 3.28578 -0.88367 -0.01
C 3.78891 4.54719 -0.61616 -0.09
C 3.91639 4.97955 0.68668 -0.11
C 3.56889 4.14663 1.75346 -0.08
C 3.11469 2.85690 1.48198 0.00
H 3.13970 3.00447 -1.92096 0.12
H 3.96583 5.18048 -1.47602 0.10
H 4.35884 5.94447 0.90843 0.09
H 3.85188 4.41919 2.76015 0.10
H 2.66097 2.24083 2.25021 0.07
F 0.52144 -2.65780 0.09462 -0.10
C -0.42309 -3.57565 0.40597 -0.25
C -0.75255 -3.82136 1.72751 0.00
C -1.84239 -4.66665 1.96639 -0.09
C -2.50969 -5.28174 0.93625 -0.11
C -2.17313 -5.00043 -0.39380 -0.09
C -1.10192 -4.16688 -0.65205 -0.02
H -0.20694 -3.40120 2.55911 0.10
H -2.19043 -4.80530 2.98245 0.10
H -3.38658 -5.89347 1.11833 0.09
H -2.68132 -5.53013 -1.18810 0.10
H -1.03866 -3.87503 -1.69489 0.12
```

Output
2S+1   3
<S²>   2.006
Strongest force on any atom   1.52 eV Å⁻¹
Energy above the lowest of the compared OMol25 structures with the same formula, charge and spin   0.0 kJ/mol
Net charge   -1
E_HOMO (alpha / beta)   -5.00 / -5.21 eV


What is the strongest force on any atom in the sixth record? 1.52 eV Å⁻¹